[1]
{"formula": "C29H53Br2Cl12F3O5S", "method": "ωB97M-V with the def2-TZVPD basis set", "smiles": "CCCO[C@]1(CCC(C)C)OS(=O)(=O)O[C@@]1(CCC)CC[C@](F)(Br)C(F)(F)Br.ClCCCl.ClCCCl.ClCCCl.ClCCCl.ClCCCl.ClCCCl", "total_charge": 0, "total_energy_ha": -12880.9840, "multiplicity": 1, "e_lumo_ev": 0.259, "orbital_gap_ev": 10.518, "de_lowest_kcal_mol": 30.20, "homo_energy_ev": -10.26, "symbols": ["Br", "Br", "Cl", "Cl", "Cl", "Cl", "Cl", "Cl", "Cl", "Cl", "Cl", "Cl", "Cl", "Cl", "S", "F", "F", "F", "O", "O", "O", "O", "O", "C", "C", "C", "C", "C", "C", "C", "C", "C", "C", "C", "C", "C", "C", "C", "C", "C", "C", "C", "C", "C", "C", "C", "C", "C", "C", "C", "C", "C", "H", "H", "H", "H", "H", "H", "H", "H", "H", "H", "H", "H", "H", "H", "H", "H", "H", "H", "H", "H", "H", "H", "H", "H", "H", "H", "H", "H", "H", "H", "H", "H", "H", "H", "H", "H", "H", "H", "H", "H", "H", "H", "H", "H", "H", "H", "H", "H", "H", "H", "H", "H", "H"], "xyz": [[3.114, 0.578, -0.913], [1.930, 3.870, 0.867], [-1.953, -7.091, 3.390], [0.404, 10.854, 1.359], [3.721, 6.464, -0.438], [-1.330, -9.723, 1.313], [1.082, 8.263, -0.760], [5.808, 5.239, -2.844], [-0.880, 4.306, -6.616], [-4.390, 7.071, -6.826], [-6.727, 5.282, -5.091], [-3.564, 4.699, 0.352], [-1.288, 2.338, -3.860], [-3.212, 5.895, -2.825], [2.900, -2.709, 0.924], [0.241, 1.913, 1.741], [1.163, 2.455, -1.315], [2.513, 1.380, 1.788], [3.621, -3.283, 2.091], [3.885, -2.505, -0.171], [1.661, -3.643, 0.260], [1.915, -1.453, 1.387], [0.716, -3.583, 2.420], [1.375, -5.058, 4.246], [0.115, 0.374, -0.709], [-1.323, -9.740, 3.094], [1.028, -4.966, 2.673], [0.145, -6.793, -0.027], [5.222, 5.537, -0.185], [0.092, 4.338, -5.123], [-0.537, -1.187, 2.054], [0.145, -0.678, 3.425], [-0.863, -3.998, 0.439], [-4.683, 5.938, -1.820], [0.248, 2.961, -4.514], [-4.365, 6.127, -0.352], [1.450, 1.927, 1.039], [-2.360, -8.803, 3.676], [6.268, 5.848, -1.234], [1.352, 1.328, -0.449], [1.079, 8.220, 1.021], [0.465, -3.307, 1.039], [-0.878, 0.095, 4.380], [-0.699, -4.461, -1.078], [-0.375, -6.011, -1.306], [0.385, -1.183, -0.537], [2.783, -5.791, 4.505], [-5.343, 4.634, -6.012], [-4.135, 5.543, -5.943], [0.519, -1.684, 0.977], [0.797, -6.137, -2.411], [0.025, 9.131, 1.613], [0.953, 3.002, -3.683], [0.881, 7.187, 1.312], [-0.034, 8.977, 2.692], [-1.930, -0.063, 3.998], [-3.275, 5.052, -6.401], [-0.381, 5.032, -4.427], [-0.568, 1.193, 4.389], [1.011, 0.018, 3.222], [5.597, 5.805, 0.804], [-0.632, -6.819, 0.806], [-1.295, -6.496, -1.780], [-5.239, 5.017, -1.995], [-0.546, -1.711, -0.945], [0.556, -1.573, 3.987], [-3.719, 6.990, -0.189], [7.210, 5.365, -0.971], [2.078, 8.485, 1.367], [-1.186, -0.322, 1.708], [-1.268, -2.001, 2.382], [2.985, -5.826, 5.630], [-3.876, 5.788, -4.910], [-0.814, 0.683, -0.122], [-1.634, -3.151, 0.430], [0.855, -7.189, -2.843], [0.176, -5.685, 2.501], [-0.317, -9.486, 3.430], [-0.960, 8.935, 1.187], [-2.417, -8.938, 4.757], [0.049, -3.853, -1.675], [3.613, -5.148, 4.072], [1.240, -1.577, -1.181], [0.262, -7.885, -0.344], [-5.287, 6.280, 0.210], [1.071, 4.739, -5.390], [2.800, -6.860, 4.137], [1.127, -6.337, 0.288], [-0.814, -0.331, 5.433], [-3.349, -8.989, 3.258], [-5.667, 4.474, -7.041], [-0.177, 0.528, -1.804], [1.953, -5.346, 2.141], [0.549, -5.531, 4.852], [1.521, -3.992, 4.625], [6.446, 6.921, -1.317], [-1.711, -4.271, -1.579], [-1.537, -10.765, 3.402], [1.804, -5.968, -1.894], [0.622, 2.241, -5.242], [0.710, -5.368, -3.233], [-5.100, 3.663, -5.576], [-5.287, 6.773, -2.178], [4.966, 4.476, -0.176], [-1.290, -4.782, 1.132]]}

***

[2]
{"formula": "C4H11PS2", "method": "ωB97M-V with the def2-TZVPD basis set", "total_charge": 0, "total_energy_ha": -1296.5982, "multiplicity": 1, "e_lumo_ev": 0.063, "orbital_gap_ev": 7.310, "de_lowest_kcal_mol": 89.03, "homo_energy_ev": -7.25, "symbols": ["S", "S", "P", "C", "C", "C", "C", "H", "H", "H", "H", "H", "H", "H", "H", "H", "H", "H"], "xyz": [[-0.836, -1.596, -1.965], [-0.578, -1.996, 0.002], [0.383, -0.282, 0.906], [-2.385, -0.668, -1.898], [2.137, -0.806, 0.906], [-0.342, -0.403, 2.469], [0.687, 1.730, -0.468], [2.183, -1.650, 0.261], [-1.490, -0.280, 2.465], [2.742, -0.077, 0.480], [1.612, 1.883, 0.076], [0.331, -0.077, 3.202], [-0.126, 2.401, -0.298], [-3.202, -1.222, -2.057], [0.790, 1.191, -1.430], [2.452, -1.045, 1.863], [-2.356, 0.263, -2.685], [-2.513, -0.124, -0.894]]}

***

[3]
{"formula": "C26H46O2P2Y", "method": "ωB97M-V with the def2-TZVPD basis set", "total_charge": 1, "total_energy_ha": -1889.3371, "multiplicity": 1, "e_lumo_ev": -3.805, "orbital_gap_ev": 6.758, "de_lowest_kcal_mol": 0.00, "homo_energy_ev": -10.56, "symbols": ["Y", "P", "P", "O", "O", "C", "C", "C", "C", "C", "C", "C", "C", "C", "C", "C", "C", "C", "C", "C", "C", "C", "C", "C", "C", "C", "C", "C", "C", "C", "C", "H", "H", "H", "H", "H", "H", "H", "H", "H", "H", "H", "H", "H", "H", "H", "H", "H", "H", "H", "H", "H", "H", "H", "H", "H", "H", "H", "H", "H", "H", "H", "H", "H", "H", "H", "H", "H", "H", "H", "H", "H", "H", "H", "H", "H", "H"], "xyz": [[0.000, 0.000, 0.000], [0.964, -1.848, -0.902], [-1.872, -1.267, -0.105], [-0.587, -1.174, 3.317], [1.501, -1.196, 2.622], [1.589, -1.839, -2.637], [-1.108, -5.532, -4.801], [1.582, -6.702, -3.178], [-1.288, -0.292, 4.124], [-0.167, -6.267, -5.725], [-2.293, 2.298, -0.843], [-1.394, -3.055, -0.016], [2.780, 1.441, -1.312], [1.302, -5.810, -5.584], [0.164, 1.633, -1.444], [-0.230, -3.289, -0.985], [-3.114, -1.105, 1.237], [0.019, 1.630, -2.936], [1.132, 1.790, 0.671], [-0.877, 1.953, -0.494], [1.414, 1.576, -0.708], [-0.988, 2.355, 2.102], [0.356, -0.883, 2.366], [-2.940, -1.226, -1.609], [-0.298, 2.023, 0.815], [2.118, 1.823, 1.796], [-1.398, -5.790, -3.521], [1.945, -5.959, -4.230], [2.414, -2.561, -0.021], [0.392, -7.621, -3.034], [-0.897, -6.881, -2.612], [-0.594, 0.354, 4.704], [-3.846, -1.906, 1.103], [-0.474, -6.072, -6.760], [2.206, -6.621, -2.288], [1.701, 1.341, 2.685], [0.846, -1.373, -3.290], [2.379, 2.859, 2.050], [2.766, -3.423, -0.592], [3.216, -1.824, 0.103], [-1.588, -4.657, -5.240], [0.857, 1.115, -3.414], [-3.611, -0.129, 1.216], [-0.599, -3.336, -2.016], [2.847, -5.357, -4.108], [3.263, 2.424, -1.387], [-0.901, 1.124, -3.243], [-2.010, 0.323, 3.552], [-1.901, -0.865, 4.853], [-2.107, -5.115, -3.040], [-2.062, 2.155, 2.035], [2.731, 1.025, -2.321], [-0.237, -7.348, -5.590], [3.426, 0.799, -0.707], [-2.621, -1.235, 2.205], [-2.997, 1.939, -0.087], [1.787, -2.859, -2.984], [-0.585, 1.748, 2.918], [0.214, -8.191, -3.948], [0.617, -8.360, -2.256], [-1.070, -3.217, 1.017], [1.912, -6.341, -6.331], [-2.247, -3.710, -0.230], [2.090, -2.913, 0.963], [-2.409, 3.388, -0.911], [-0.013, 2.654, -3.336], [-1.699, -7.622, -2.465], [3.039, 1.297, 1.530], [-2.310, -1.184, -2.502], [2.517, -1.264, -2.697], [-3.567, -0.331, -1.592], [0.291, -4.231, -0.780], [1.362, -4.748, -5.863], [-0.859, 3.414, 2.363], [-0.730, -6.436, -1.621], [-2.581, 1.877, -1.810], [-3.587, -2.109, -1.661]]}